ORCA calculation (ωB97M-V/def2-TZVPD) on a single C4H12N2 molecule.

Output
structure (SMILES) = CNCCCN
calculated total energy = -269.07465 Ha
total charge = 0
Kohn-Sham gap = 9.71 eV
HOMO level = -8.57 eV
energy above the lowest of the compared OMol25 structures with the same formula, charge and spin = 1.135 eV

CARTESIAN COORDINATES (ANGSTROEM)
C1 2.56507 -1.17806 -1.03526
N1 1.27748 -1.19972 -0.37076
C2 0.50425 0.03282 -0.41043
C3 -0.59335 0.03001 0.66246
C4 -1.62542 1.13011 0.29280
N2 -2.98794 0.89274 0.79336
H1 2.66111 -0.43669 -1.81903
H2 3.40098 -0.99165 -0.34621
H3 2.73436 -2.18320 -1.42901
H4 1.28546 -1.48601 0.55849
H5 0.16601 0.23411 -1.42671
H6 1.08328 0.93231 -0.10732
H7 -0.19466 0.32070 1.63055
H8 -1.14903 -0.90250 0.58353
H9 -1.66775 1.20995 -0.79996
H10 -1.24527 2.12297 0.55050
H11 -3.08130 -0.05451 1.10522
H12 -3.13326 1.52664 1.56778

Mulliken atomic charge list, values in e, 2 entries: -0.89, -0.34